Entry 1:
Formula: C22H21BrCrIN9STe
Source: the OMol25 dataset
Level of theory: ωB97M-V with the def2-TZVPD basis set

Positions of all 57 atoms, in Å:
Cr -0.3919 -0.5638 -0.8892
N 3.6984 -0.0102 0.4790
C 2.4634 0.5385 0.6039
N 1.7745 0.3542 -0.4898
C 2.6299 -0.3639 -1.2696
N 3.8088 -0.6080 -0.6914
C 2.2008 -1.0252 -2.4796
C 3.1472 -1.4730 -3.4163
N 2.7369 -2.1009 -4.4856
C 1.4219 -2.3101 -4.6210
C 0.4882 -1.8961 -3.6531
N 0.8482 -1.2299 -2.5349
H 4.4735 -0.0265 1.1153
H 2.1843 1.0833 1.4815
H 4.2047 -1.3345 -3.2605
H 1.0819 -2.7990 -5.5001
H -0.5621 -2.1410 -3.7412
Br -3.3200 -2.9848 4.1953
C -1.6392 -3.7652 4.4104
C -1.6690 -5.0812 4.8454
C -0.5084 -5.7953 5.0134
C 0.6842 -5.1650 4.7988
C 0.7711 -3.8308 4.4513
C -0.4034 -3.1235 4.2500
I -0.2256 -1.0810 3.8901
H -2.6313 -5.5719 5.0083
H -0.5836 -6.8341 5.2650
H 1.5854 -5.7293 4.9128
H 1.7278 -3.3360 4.2981
C -2.3046 3.6331 -1.8275
N -1.1888 3.0609 -2.5124
C -0.0541 3.8974 -2.8612
C 0.9107 2.8806 -3.5418
N 0.0026 1.7808 -3.8542
C -1.1168 1.8335 -3.0711
S -2.2256 0.5928 -2.9700
H -1.9664 4.0730 -0.8959
H -3.0078 2.8592 -1.6202
H -2.7551 4.4272 -2.4476
H 0.3951 4.3667 -1.9825
H -0.3754 4.6769 -3.5678
H 1.6631 2.5576 -2.8401
H 1.3839 3.2631 -4.4465
H 0.4030 0.9095 -4.1324
Te -1.1036 -2.7772 0.0829
N 0.1943 5.2226 2.2456
C -0.3715 4.2385 1.9868
C -1.0319 2.9726 1.7387
C -2.1450 2.5936 2.5197
C -2.7475 1.3967 2.2299
C -2.2130 0.5659 1.2959
N -1.1570 0.8892 0.5272
C -0.6231 2.1113 0.7303
H -2.5515 3.2334 3.2602
H -3.6080 1.0191 2.7769
H -2.5927 -0.4486 1.1429
H 0.1900 2.3746 0.0478

2S+1: 5
orbital gap (spin up / spin down): 0.1585 / 0.1694 Eh
largest force on an atom: 0.0469 hartree/bohr
<S²>: 6.084
LUMO energy (spin up / spin down): -0.02638 / -0.02982 Ha
energy: -5926.11529 a.u.
relative energy (zero: lowest compared OMol25 entry of this formula, charge and spin): 101.91 kJ/mol

=====

Entry 2:
Formula: C22H21BrN4O2
Source: the OMol25 dataset
Level of theory: ωB97M-V with the def2-TZVPD basis set

Positions of all 50 atoms, in Å:
O 4.2962 -0.9959 2.4920
Br -1.3674 -4.5817 6.4456
N 0.2070 -0.8696 1.8603
O -1.2341 1.4186 1.8269
C 3.8793 -0.1182 1.7574
C 1.5270 -0.8284 2.0609
C 3.3116 1.6694 -0.3258
C 2.4927 0.0160 1.3550
C 4.6144 1.5236 0.0871
C 2.2177 0.9181 0.3594
C 0.5437 3.0567 -5.1151
C 0.4913 1.7764 -4.6035
C 0.2225 4.1529 -4.3410
C 0.4075 -3.1924 4.6477
C -1.9399 -3.0899 4.0241
C 0.1000 1.5480 -3.2698
C -0.2338 3.9634 -3.0235
C -0.9207 -3.5404 4.9011
C -0.2661 -1.7909 2.8190
C 0.7122 -2.3016 3.6212
C -1.5920 -2.1839 3.0080
C -0.2976 2.6689 -2.4814
N 4.8599 0.6742 1.1666
N 1.8334 -1.6822 3.1170
N 0.8994 1.0839 -0.0263
C -2.6501 -1.6118 2.1007
C -0.3096 2.5209 1.4950
C -0.8198 2.5056 -1.0340
C 0.2812 2.4003 0.0543
H -0.7215 0.5974 1.9983
H 3.0182 2.2964 -1.2058
H 5.4252 2.0408 -0.3875
H 0.9538 3.1728 -6.1055
H 0.7054 0.9783 -5.2966
H 0.2014 5.1368 -4.7885
H 1.1722 -3.6059 5.2823
H -2.9807 -3.3839 4.2932
H 0.0485 0.5571 -2.8121
H -0.6080 4.8464 -2.4737
H 5.7953 0.5417 1.5615
H 2.7881 -1.9554 3.3610
H 0.3195 0.3408 0.3815
H -2.3183 -1.6032 1.0976
H -3.6109 -2.1859 2.1564
H -2.8396 -0.6190 2.4256
H -0.8078 3.5118 1.6557
H 0.5105 2.5044 2.2178
H -1.4288 3.3472 -0.7889
H -1.4397 1.6011 -1.0061
H 1.0104 3.2293 -0.0859

orbital gap: 0.2948 Eh
largest force on an atom: 0.0470 hartree/bohr
LUMO energy: -0.00454 Ha
energy: -3794.50438 a.u.
relative energy (zero: lowest compared OMol25 entry of this formula, charge and spin): 0.00 kJ/mol

=====

Entry 3:
Formula: C22H21Cl3GeNO5PRe
Source: the OMol25 dataset
Level of theory: ωB97M-V with the def2-TZVPD basis set

Positions of all 55 atoms, in Å:
Re 0.3465 0.9625 -1.4589
O 0.0325 4.8674 -3.0250
C 0.3989 3.7252 -2.5831
O -0.3777 2.8463 -2.1744
C 1.8805 3.4787 -2.5643
O 2.0029 2.0856 -2.2932
C 3.1342 1.5151 -1.5757
C 2.3921 0.4504 -0.7940
O 2.8999 -0.2965 -0.0377
O 0.4728 2.2052 0.3414
H -0.9342 5.0100 -3.0231
H 2.3392 4.0962 -1.7844
H 2.3313 3.7314 -3.5261
H 3.6137 2.2464 -0.9190
H 3.8643 1.1048 -2.2751
N -1.8292 0.6648 -1.3569
C -2.4323 -0.6156 -0.9605
C -3.6605 -1.0218 -1.4322
C -4.1601 -2.2410 -0.9805
C -3.4472 -3.0087 -0.0681
C -2.2125 -2.5790 0.4020
C -1.7025 -1.3718 -0.0637
P -0.1581 -0.6255 0.4378
C -0.5608 0.5613 1.7288
C -1.2429 0.1992 2.8932
C -1.5616 1.1726 3.8262
C -1.2194 2.5027 3.6054
C -0.5513 2.8846 2.4467
C -0.2457 1.8903 1.5473
C 0.9112 -1.8749 1.0971
C 1.5781 -1.6574 2.3043
C 2.4218 -2.6370 2.8009
C 2.6145 -3.8145 2.0904
C 1.9522 -4.0321 0.8859
C 1.0954 -3.0680 0.3881
H -2.2326 1.3973 -0.7667
H -2.1362 0.8829 -2.3072
H -4.2255 -0.4231 -2.1367
H -5.1165 -2.5893 -1.3470
H -3.8528 -3.9512 0.2740
H -1.6527 -3.1816 1.1058
H -1.5174 -0.8341 3.0675
H -2.0856 0.8961 4.7309
H -1.4780 3.2545 4.3390
H -0.2814 3.9165 2.2621
H 1.3346 2.5695 0.5906
H 1.4454 -0.7351 2.8552
H 2.9318 -2.4813 3.7416
H 3.2777 -4.5749 2.4810
H 2.0932 -4.9600 0.3483
H 0.5441 -3.2709 -0.5232
Cl -0.5616 -2.7868 -2.9373
Ge 0.7847 -1.2236 -2.5940
Cl 0.0258 0.4934 -3.8971
Cl 2.7170 -1.7551 -3.1867

orbital gap: 0.2691 Eh
largest force on an atom: 0.0072 hartree/bohr
LUMO energy: -0.37486 Ha
energy: -5158.16902 a.u.
total charge: +3
relative energy (zero: lowest compared OMol25 entry of this formula, charge and spin): 0.00 kJ/mol